# 1
A structure of composition C34H84BBr6O40P8 in a non-equilibrium geometry, computed with ωB97M-V/def2-TZVPD.

```
173
Properties=species:S:1:pos:R:3:mulliken_charge:R:1
C -13.408 -20.355 -27.820 -0.2677
H -16.319 -25.267 -30.067 -0.3716
H -18.872 -22.838 -24.690 1.0716
B -16.692 -21.206 -27.846 1.4014
C -12.856 -16.193 -27.031 -1.1539
C -16.159 -19.000 -27.853 1.6001
H -17.873 -24.563 -30.361 0.4024
H -17.575 -21.884 -25.597 0.2489
C -17.371 -27.396 -31.948 -1.0780
O -12.064 -27.815 -25.482 -0.8243
P -15.161 -16.540 -23.813 1.1369
H -15.589 -15.920 -28.046 0.0729
C -19.575 -21.109 -28.850 0.4863
O -17.151 -23.960 -29.847 -1.0601
H -14.427 -19.395 -22.415 0.3207
H -17.518 -20.277 -25.052 0.9745
C -18.702 -23.889 -30.578 0.6008
H -12.435 -22.882 -30.171 0.0911
P -14.707 -21.340 -23.395 0.2698
C -12.177 -20.681 -23.966 -1.0829
H -14.932 -20.698 -29.762 0.0691
O -14.842 -22.675 -24.332 -0.6951
H -17.363 -23.636 -25.038 -0.5082
O -15.096 -21.691 -31.674 0.2863
H -16.982 -26.410 -32.204 0.1726
C -13.736 -27.059 -28.087 -0.6156
O -20.374 -23.985 -28.320 -0.1743
H -15.572 -19.830 -30.975 0.7508
H -16.336 -17.403 -26.806 -0.8831
H -18.249 -18.261 -28.460 -0.9272
H -18.559 -16.668 -24.270 0.1280
C -15.424 -17.019 -26.347 0.9359
C -15.589 -20.859 -30.616 -0.1058
H -12.657 -27.170 -27.975 0.5217
O -17.221 -21.899 -29.066 0.2971
Br -13.166 -18.628 -25.609 -0.3177
O -15.805 -20.109 -28.322 0.6640
O -15.902 -22.193 -27.137 -0.0048
O -12.824 -17.179 -27.998 0.4525
C -17.433 -15.432 -28.813 -1.4426
Br -16.275 -18.679 -30.689 -0.1334
O -17.774 -20.501 -27.068 -0.0630
O -18.164 -18.410 -26.334 -0.5794
H -15.806 -25.339 -28.373 0.5832
H -11.458 -20.838 -24.770 0.2988
H -14.985 -29.436 -25.279 0.4512
H -20.377 -20.745 -29.491 0.9428
O -17.346 -27.469 -30.497 0.3514
H -16.600 -21.155 -30.334 -0.8780
H -13.844 -21.053 -27.105 0.1500
O -13.332 -25.552 -25.246 -0.5868
H -16.244 -23.033 -25.691 0.2075
C -17.761 -16.928 -23.575 -0.3472
C -15.466 -25.417 -29.406 -1.3661
H -14.461 -18.338 -31.219 1.7711
H -15.902 -20.578 -25.865 0.6831
H -19.431 -28.584 -30.951 0.3253
C -16.444 -20.089 -25.055 -0.0581
H -11.981 -18.681 -27.970 -0.1709
H -18.675 -23.064 -29.866 -0.9518
P -16.131 -28.050 -29.616 0.5004
H -15.414 -25.072 -25.585 0.5041
H -16.930 -22.596 -24.210 0.6867
H -14.299 -23.805 -24.957 0.2593
H -18.367 -27.477 -32.384 0.4977
C -16.139 -16.223 -28.937 1.2480
P -13.838 -21.145 -32.500 0.6385
C -16.890 -23.108 -29.030 0.3980
O -15.521 -17.950 -28.031 -0.2448
O -14.094 -15.501 -23.900 -0.7534
C -14.100 -18.359 -22.318 -0.5580
H -14.236 -19.820 -28.286 -0.7891
H -12.682 -16.719 -26.092 0.1464
H -11.401 -20.041 -26.977 0.6301
H -18.080 -16.892 -22.533 0.4489
H -12.037 -15.485 -27.159 0.5448
C -12.275 -19.454 -27.261 0.4129
H -13.651 -18.110 -21.356 0.3934
H -12.084 -21.649 -23.472 0.4299
H -14.501 -23.088 -35.383 0.2672
H -20.686 -25.690 -27.213 0.3728
O -19.998 -24.504 -30.518 0.0009
H -21.589 -25.628 -28.608 0.1925
C -16.158 -28.864 -27.132 -1.0974
P -13.414 -27.146 -25.442 0.7619
O -12.707 -18.157 -30.358 -0.7585
P -19.972 -26.006 -31.053 1.3087
P -20.125 -23.037 -27.017 1.1874
H -14.650 -24.723 -29.606 0.9681
O -16.712 -28.097 -28.111 0.0223
H -21.868 -25.991 -33.025 0.3568
C -18.033 -22.850 -25.386 -0.2879
H -14.128 -24.438 -26.626 0.3319
O -14.498 -21.619 -21.929 -0.8610
O -19.336 -26.824 -29.808 0.1904
Br -20.611 -18.822 -28.915 -0.1399
H -15.587 -22.691 -34.058 0.1720
C -18.183 -19.171 -30.453 1.2181
H -16.229 -28.633 -24.377 0.3095
C -15.166 -28.876 -24.361 -0.8088
H -18.671 -18.964 -31.406 1.0428
H -13.856 -26.063 -28.514 -0.0470
O -14.335 -27.250 -26.816 0.5417
O -20.091 -21.528 -27.610 -0.7563
H -16.401 -29.898 -27.376 0.2369
O -15.476 -24.380 -27.430 -0.8490
O -21.096 -23.256 -25.938 -0.9380
H -20.079 -28.733 -29.324 0.3848
C -16.112 -23.188 -24.620 -0.7756
H -11.890 -19.858 -23.311 0.2429
H -16.411 -17.274 -29.035 -0.1953
H -14.022 -19.606 -30.159 -1.3544
O -12.571 -21.525 -31.614 -0.3955
H -22.957 -25.082 -31.827 0.2429
O -16.048 -20.474 -23.725 -0.8010
C -16.001 -23.348 -27.789 0.4137
O -12.900 -15.677 -29.986 -0.5008
O -13.662 -22.144 -33.778 -0.3771
H -13.346 -18.193 -23.087 0.0282
O -10.673 -16.840 -29.347 -0.8272
O -13.891 -19.719 -32.805 -0.7298
P -12.141 -16.963 -29.396 0.2080
O -18.592 -23.355 -26.596 -0.1263
O -15.490 -29.297 -30.158 -0.9291
H -11.370 -14.991 -31.273 0.3067
H -14.841 -21.425 -35.222 0.2708
O -15.095 -26.791 -29.581 -0.5621
H -17.086 -14.411 -28.656 0.6617
Br -12.749 -21.391 -29.381 0.2126
C -14.731 -22.334 -34.630 -0.6480
H -14.028 -27.784 -28.846 0.3441
H -16.642 -28.616 -26.187 0.3683
H -14.673 -18.059 -29.447 -0.1211
Br -15.209 -15.684 -30.596 -0.0541
C -12.259 -22.845 -31.246 -0.5456
O -15.264 -17.556 -25.080 -0.5379
H -18.907 -20.251 -28.763 -2.3902
H -18.867 -17.233 -29.722 0.7285
H -18.521 -23.456 -31.562 -0.0438
O -21.519 -26.472 -31.062 -0.3923
H -18.353 -28.799 -29.659 0.1397
H -13.806 -15.660 -27.056 0.3323
H -16.707 -28.153 -32.365 0.4421
H -16.384 -19.005 -25.144 -0.4685
H -14.976 -29.501 -23.489 0.3532
C -18.802 -18.272 -29.399 -0.0246
C -22.415 -25.992 -32.083 -0.8665
C -20.594 -25.364 -28.250 -1.1077
H -12.811 -15.831 -31.959 0.3717
H -16.212 -24.230 -24.317 0.8245
O -19.190 -26.125 -32.331 -0.8904
H -17.606 -17.997 -23.716 0.0484
H -19.884 -25.920 -28.863 0.6349
O -13.552 -20.546 -24.263 0.7795
C -14.060 -18.519 -30.222 0.6010
O -15.145 -17.507 -22.472 -0.4064
C -19.280 -28.285 -29.914 -0.9351
Br -18.534 -15.986 -27.234 -0.0494
H -18.970 -21.824 -29.407 -0.4743
O -14.360 -27.695 -24.235 -0.3150
C -12.442 -15.164 -31.180 -0.9579
H -12.792 -23.724 -31.608 0.2440
H -23.145 -26.784 -32.254 0.3048
C -17.447 -19.243 -26.960 -1.7139
H -15.657 -15.956 -26.284 1.2071
H -18.345 -20.234 -30.273 -0.6526
H -15.074 -28.857 -27.023 0.3364
C -14.397 -24.681 -25.598 -0.7008
H -14.618 -17.168 -27.064 -1.4006
H -12.951 -14.204 -31.258 0.3042
O -16.681 -15.995 -23.743 -0.3857
H -11.212 -23.096 -31.418 0.2822
H -17.998 -15.291 -29.734 0.6334
```

Its charge is -1. The HOMO energy is -5.52 eV.


# 2
A cluster of 9 separate species, C34H86O9 in total in a non-equilibrium geometry, computed with ωB97M-V/def2-TZVPD.

```
129
Properties=species:S:1:pos:R:3:mulliken_charge:R:1
C -28.078 -24.336 -6.667 -0.2407
H -23.005 -22.165 1.051 0.3370
C -22.146 -12.152 -1.902 -1.2827
H -28.337 -22.699 -1.458 0.0266
C -24.134 -14.807 -7.873 -1.5363
C -21.518 -13.024 -2.992 -0.0329
C -23.265 -18.283 1.652 -1.2252
H -27.790 -20.959 -3.647 -0.1145
H -27.871 -14.494 -5.385 0.4682
H -27.505 -12.878 -3.811 0.2043
C -28.120 -23.674 -8.023 -1.2576
C -28.672 -24.919 1.537 0.1724
C -22.094 -15.210 -2.296 0.3250
H -28.887 -20.010 -1.908 0.0357
H -22.306 -13.331 -3.699 0.2021
O -23.860 -20.543 1.981 -0.2813
H -30.602 -24.177 2.206 0.3168
H -23.275 -18.331 -5.861 0.3619
H -25.475 -22.435 0.965 -0.0394
H -19.592 -17.816 -7.025 0.3750
H -24.723 -23.716 1.917 0.4031
C -27.727 -20.150 -5.691 -0.7505
H -19.992 -19.304 -6.083 0.3015
H -25.760 -23.190 -3.850 -0.2103
C -23.615 -21.931 1.935 -0.4646
O -21.067 -14.285 -2.491 -0.4500
H -29.672 -25.085 3.470 0.3774
C -26.681 -24.828 -4.882 -0.2996
H -23.009 -14.810 -1.838 0.2822
C -26.050 -12.440 -2.334 -0.8561
H -21.390 -11.934 -1.148 0.3517
H -20.559 -15.019 -6.279 -0.0631
O -18.778 -16.450 -5.296 -0.5987
H -27.979 -16.238 -5.183 0.3106
H -23.813 -16.792 -5.214 0.1428
C -28.169 -24.723 -0.777 -0.5340
H -29.332 -20.738 -4.496 0.4353
H -19.249 -18.107 -4.143 0.3461
H -28.623 -24.954 -1.742 0.1798
H -25.466 -24.799 -3.080 0.4105
H -29.081 -15.184 -4.273 0.3288
H -20.720 -12.468 -3.473 0.3551
H -21.077 -17.156 -2.100 0.1772
C -22.796 -19.735 1.550 -0.1683
C -27.618 -23.283 -0.878 -0.3406
H -22.163 -15.562 -8.191 0.2643
C -21.596 -16.400 -1.508 -0.9213
H -24.637 -24.250 -4.582 0.3847
C -28.524 -17.873 -1.644 -0.8734
H -28.312 -19.467 -6.304 0.4296
H -25.263 -18.384 -4.477 -0.2206
H -27.679 -24.329 -8.773 0.3627
C -25.571 -24.255 -4.015 -0.6359
C -27.093 -15.263 -3.478 0.7865
O -23.909 -19.801 -3.847 -0.5423
H -27.585 -24.998 -4.275 0.2338
H -27.431 -17.944 -1.558 -0.0190
H -27.334 -25.431 -0.663 0.3403
H -26.053 -15.054 -3.758 0.2054
H -22.343 -17.576 -4.541 -0.1727
H -21.888 -19.717 2.167 0.3324
H -28.082 -25.833 1.646 0.2762
H -23.746 -20.145 -1.091 0.1439
C -24.278 -18.467 -3.983 0.5133
H -25.754 -20.514 -3.357 -0.5492
H -19.921 -12.639 -8.095 0.3423
H -26.387 -25.843 -5.197 0.3097
C -28.068 -15.285 -4.659 -1.3433
H -25.211 -12.885 -2.871 0.0322
C -19.880 -13.706 -7.858 -1.4153
H -25.006 -18.923 -1.387 0.1329
H -24.123 -14.135 -8.730 0.3830
H -24.360 -17.910 -3.045 -0.0485
C -20.776 -14.020 -6.665 0.5382
H -27.716 -22.821 0.111 0.3178
O -29.156 -24.863 0.188 -0.3840
H -22.569 -19.922 0.497 0.2847
C -24.737 -19.970 -1.507 -1.0191
H -22.468 -15.528 -3.290 -0.0982
H -28.664 -16.947 -2.202 0.1375
H -27.118 -16.260 -3.036 -0.5897
H -24.723 -14.323 -7.084 0.3047
H -25.906 -12.660 -1.270 0.2935
H -28.117 -23.999 1.739 0.1066
H -29.141 -23.405 -8.283 0.3170
H -20.945 -16.067 -0.696 0.4763
H -22.755 -15.803 -6.532 -0.3499
H -28.899 -17.837 -0.623 0.4656
C -27.404 -13.036 -2.729 -0.3204
H -25.439 -20.539 -0.891 0.3427
C -19.714 -17.479 -4.907 0.8581
H -26.028 -11.356 -2.447 0.4513
H -23.049 -22.265 2.816 0.3589
H -28.254 -25.417 -6.748 0.4661
H -18.844 -13.816 -7.517 0.3598
H -25.541 -22.373 2.773 0.3262
C -20.101 -18.222 -6.156 -0.9786
H -23.023 -12.607 -1.447 0.2227
H -22.513 -11.209 -2.316 0.3959
H -18.573 -15.847 -4.575 0.3089
C -29.046 -19.049 -2.418 0.0518
C -28.339 -20.283 -4.313 0.1162
O -26.899 -24.006 -5.985 -0.3129
C -29.898 -24.983 2.411 -1.3540
H -23.357 -17.979 2.695 0.4142
C -22.745 -15.103 -7.376 0.9990
H -22.418 -16.933 -1.022 0.0019
H -21.178 -18.113 -6.330 0.1155
H -26.586 -23.153 -1.188 0.1483
C -24.959 -22.647 1.898 -0.7414
O -28.496 -19.017 -3.710 -0.1661
H -28.955 -23.993 -6.086 0.2395
H -22.528 -17.619 1.192 0.3151
H -30.469 -25.866 2.099 0.3186
H -24.198 -18.084 1.122 0.2529
O -27.480 -14.404 -2.424 -0.3678
H -27.532 -22.756 -8.023 0.2932
O -22.149 -13.876 -6.993 -0.4436
H -20.565 -16.957 -4.453 -0.6416
C -24.744 -20.502 -2.927 0.9371
H -28.199 -12.475 -2.242 0.3625
H -20.113 -14.277 -8.752 0.3411
H -27.724 -21.143 -6.137 0.0208
H -20.540 -13.281 -5.895 0.0501
H -30.146 -18.995 -2.498 0.2996
C -23.342 -17.739 -4.945 -0.7027
H -24.731 -15.689 -8.117 0.3899
H -26.706 -19.763 -5.640 0.0212
H -24.358 -21.521 -2.935 0.2368
```

The structure (SMILES) is CCOCC.CCOCC.CCOCC.CCOCC.CCOCC.CCOCC.CCOCC.CCOCC.CCO. The HOMO energy is -9.43 eV.


# 3
A structure of composition C34H87BBeF4N5O14 in a non-equilibrium geometry, computed with ωB97M-V/def2-TZVPD.

```
146
Properties=species:S:1:pos:R:3:mulliken_charge:R:1
C -11.079 26.840 11.422 -0.7045
C -6.597 22.798 5.261 -0.8055
N -8.730 21.683 5.943 -0.1437
H -1.738 27.257 9.567 0.3078
H -14.080 27.751 6.438 0.2156
O -11.397 22.326 6.611 -0.0533
H -7.244 22.307 7.298 -0.3950
H -14.931 24.992 7.233 0.3448
H -16.750 25.377 6.078 0.4943
H -10.056 27.036 11.101 0.0331
H -5.713 23.752 8.485 0.0109
C -2.325 26.450 10.006 -0.5926
C -11.296 26.024 15.042 -0.7424
H -13.325 21.937 5.835 0.3569
H -6.274 24.877 3.781 0.3472
C -4.322 27.551 9.672 -0.6756
H -11.612 25.787 3.229 0.3639
H -9.131 24.634 11.404 -0.5200
C -11.215 25.710 17.400 -0.4191
H -7.499 30.366 12.234 0.5130
H -3.332 19.478 6.652 0.4108
O -10.670 23.451 12.092 -0.6808
H -5.546 28.371 11.741 0.2939
H -13.437 27.484 8.730 0.6495
C -12.910 27.063 7.874 -0.8172
C -3.826 20.436 6.494 -0.4750
H -10.969 24.651 17.320 0.3390
H -6.676 26.078 4.994 0.1760
H -11.085 20.361 6.055 0.3565
H -12.850 23.585 6.457 -0.1467
O -3.626 26.776 10.570 -0.3042
H -5.546 22.808 5.551 0.2257
H -11.117 30.403 6.298 0.2994
H -11.017 24.313 12.334 0.4546
H -7.775 27.337 11.711 0.1327
H -11.360 27.835 6.475 -0.3324
H -9.686 26.562 13.818 0.1698
C -11.662 30.455 7.240 -0.7391
C -12.739 26.024 17.582 -0.5494
H -3.986 28.588 9.690 0.3288
H -6.665 30.738 14.306 0.3288
C -14.575 25.751 19.118 -0.6661
C -7.342 21.909 6.288 -0.5829
O -4.542 22.453 7.697 -0.2672
O -7.213 28.855 13.640 -0.3135
H -9.661 25.970 16.189 0.2811
H -13.331 25.563 16.791 0.3438
H -14.767 26.801 18.897 0.2889
C -8.493 22.567 11.309 -0.3840
C -12.788 22.505 6.594 -0.6576
H -8.118 30.125 15.002 0.3280
O -9.041 25.694 3.748 -0.1970
N -13.800 26.833 6.751 0.1023
H -9.483 27.450 4.654 0.0578
C -9.824 26.843 3.815 -0.5781
C -9.400 21.199 7.175 -0.1361
H -4.195 23.601 9.405 0.2231
C -2.795 20.827 4.329 -0.4662
F -8.200 24.488 7.674 -0.0531
H -4.757 20.415 5.927 0.2979
H -12.165 26.165 5.708 -0.2481
C -1.893 21.856 3.588 -0.6856
H -3.079 22.218 5.959 0.1728
H -11.172 24.944 14.962 0.4800
C -14.992 26.058 7.013 -0.7169
F -8.566 26.330 9.051 0.1116
H -12.050 27.296 4.000 0.3281
H -11.372 20.641 7.722 0.5046
H -6.758 21.007 6.471 0.8719
H -18.639 27.505 5.486 0.2669
H -0.733 24.188 3.940 0.3713
H -3.209 20.951 8.364 0.3890
O -2.491 23.148 3.542 -0.3140
H -7.588 22.792 10.745 -0.1906
H -14.798 25.533 20.163 0.2487
H -11.440 26.212 10.608 0.3331
H -9.804 21.177 11.348 0.3610
H -6.439 27.731 9.003 0.2070
C -5.864 27.580 9.917 -0.1202
H -8.595 25.562 2.908 0.2038
C -9.601 23.691 11.128 1.2045
O -7.125 24.097 5.378 0.4378
O -8.962 21.310 10.905 -0.5588
H -12.375 26.178 15.075 0.2458
O -11.457 25.713 5.244 -0.0897
H -12.350 31.297 7.316 0.2622
H -1.715 26.105 10.841 0.2718
H -1.726 23.929 5.359 0.2981
H -17.650 28.782 4.748 0.2561
H -12.905 27.100 17.542 0.3559
H -3.808 20.798 3.926 0.2817
H -6.299 26.610 10.159 0.1076
H -12.455 26.104 8.121 0.0625
C -10.766 26.706 13.813 -0.3764
N -10.565 26.413 16.272 -0.4435
C -6.290 25.069 4.853 -1.0460
N -2.907 21.243 5.755 -0.2684
H -8.621 20.887 5.331 0.3485
H -2.290 25.066 4.267 0.2846
H -0.852 21.835 3.911 0.3811
O -11.395 26.174 12.611 -0.4653
C -4.162 21.091 7.854 -0.7250
H -8.318 28.638 10.617 0.0277
C -5.003 23.050 8.922 -0.5966
O -12.484 29.300 7.303 -0.4850
Be -9.635 24.053 5.524 1.4277
H -1.807 21.527 2.552 0.4166
F -10.264 25.044 8.117 -0.3568
C -10.862 21.064 6.857 -1.0092
H -10.826 26.122 18.331 0.3308
H -4.267 27.182 8.647 0.4507
H -5.001 20.595 8.341 0.4430
H -17.545 27.181 4.148 0.3299
O -16.541 27.508 5.921 -0.3096
H -10.797 27.789 13.932 0.3827
H -9.888 23.839 10.087 -0.1591
C -11.847 28.070 7.421 0.7515
H -2.299 19.868 4.182 0.3179
C -1.764 24.112 4.285 -0.8271
C -7.881 29.372 12.467 -1.0064
H -9.734 27.561 3.000 0.5860
O -13.223 25.451 18.812 -0.3556
H -13.162 22.232 7.581 0.3922
H -6.699 29.427 15.567 0.2698
C -7.135 29.816 14.647 -0.8579
C -17.658 27.743 5.075 -0.7922
F -9.055 26.433 6.845 0.0066
H -5.292 25.139 5.287 0.2686
H -11.119 28.088 8.232 0.1799
H -2.544 25.672 9.275 0.1328
N -6.177 28.566 10.977 -0.4792
H -6.562 22.303 4.290 0.2937
C -7.596 28.362 11.386 0.2307
H -15.409 26.412 7.956 0.3151
C -11.335 26.474 4.029 -0.3787
H -9.241 21.956 7.944 0.0119
H -15.609 25.937 4.954 0.3359
H -11.661 27.762 11.425 0.5159
H -10.925 30.568 8.035 0.2240
H -8.968 20.258 7.514 0.4127
H -15.241 25.129 18.520 0.2697
C -16.028 26.181 5.930 -0.7182
B -9.002 25.591 7.944 -1.3957
H -8.182 22.392 12.339 0.4958
H -5.459 22.388 9.658 0.3851
H -8.943 29.402 12.714 0.4450
```

The HOMO energy (alpha / beta) is -5.70 / -8.36 eV. As for the multiplicity: 2.